1.
A cluster of 3 separate species, C49H44BClF7IN4O7P in total. Source: OMol25; level of theory: ωB97M-V/def2-TZVPD.

ORCA input file:
```
! RIJCOSX wB97M-V def2-TZVPD def2/J DEFGRID3
* xyz 1 1
C 8.4619 -2.1140 -2.4800
C 7.7902 -2.8469 -1.3308
O 7.2368 -1.9481 -0.3752
C 5.8672 -1.6887 -0.5500
C 5.1345 -1.5533 0.7892
C 5.8345 -0.4315 1.5942
F 4.9194 0.2861 2.2924
F 6.4237 0.4663 0.7783
C 6.9211 -0.8560 2.6405
F 7.6561 -1.9075 2.3058
F 6.2759 -1.0526 3.8079
C 7.9321 0.3074 2.9441
F 7.3189 1.4544 3.1919
F 8.8608 0.4159 2.0105
F 8.5617 -0.0590 4.0820
C 3.6930 -1.1029 0.3871
C 3.5581 0.2963 -0.2060
C 2.7198 0.2755 -1.4838
O 2.8573 -0.5241 -2.3672
I 1.2336 1.8442 -1.7036
C 2.6807 -1.4077 1.5164
B 1.2111 -0.7945 1.2939
N 0.5295 -0.0092 2.3171
O 0.5571 -1.0340 0.1365
N 2.7709 -2.8991 1.6726
P 1.3374 -3.7687 2.2339
C 1.8287 -5.5017 2.6456
C 0.2648 -4.0307 0.7384
C -0.5196 -5.3460 0.8128
C 3.9611 -3.1116 2.2647
N 4.0504 -3.5739 3.4816
Cl 5.4903 -3.9662 4.2603
N 5.1467 -2.8238 1.5681
C 5.4850 -4.0475 0.8467
C 4.6439 -4.6557 -0.0320
C 5.0016 -5.7850 -0.6969
C 6.2314 -6.3381 -0.4821
C 7.0589 -5.7468 0.4171
C 6.6899 -4.6246 1.0688
H 9.1622 -1.3799 -2.1025
H 7.7312 -1.6552 -3.1421
H 9.0237 -2.8629 -3.0345
H 8.5808 -3.3870 -0.8107
H 7.0834 -3.6027 -1.6768
H 5.3710 -2.4146 -1.1922
H 5.7875 -0.7532 -1.1022
H 3.4325 -1.8045 -0.4050
H 4.4923 0.7467 -0.5336
H 3.1304 1.0370 0.4655
H 3.0707 -0.9717 2.4384
H -0.0315 -0.6436 2.8782
H 1.1790 0.5030 2.9020
H -0.0088 -0.2892 -0.1097
H 0.9407 -6.0018 3.0101
H 2.5686 -5.5650 3.4383
H 2.2094 -6.0608 1.7900
H 0.9486 -4.0986 -0.1096
H -0.4375 -3.2168 0.6240
H -1.3249 -5.3811 0.0883
H -0.9526 -5.4421 1.8093
H 0.1019 -6.2256 0.6830
H 3.2166 -3.7544 4.0294
H 3.6775 -4.2287 -0.2480
H 4.3046 -6.2156 -1.3953
H 6.5053 -7.2188 -1.0375
H 8.0216 -6.1982 0.6004
H 7.3772 -4.1876 1.7755
C -6.8186 5.2950 2.8311
C -6.4360 3.9700 3.0120
C -5.2906 3.4876 2.4018
C -4.5281 4.3245 1.5979
C -4.9254 5.6497 1.3983
C -6.0657 6.1330 2.0260
C -4.1485 6.5480 0.5009
O -4.4904 7.6989 0.3272
C -2.9488 5.9990 -0.1906
C -2.2438 6.8028 -1.0782
C -1.1212 6.3058 -1.7194
C -0.6939 5.0053 -1.4689
C -1.3973 4.2005 -0.5877
C -2.5297 4.6895 0.0464
C -3.2930 3.7946 0.9611
O -2.9160 2.6592 1.1720
H -7.7096 5.6718 3.3156
H -7.0330 3.3144 3.6319
H -4.9890 2.4592 2.5447
H -6.3647 7.1618 1.8793
H -2.5772 7.8138 -1.2685
H -0.5765 6.9308 -2.4145
H 0.1879 4.6201 -1.9663
H -1.0700 3.1879 -0.3944
C -5.1119 3.8679 -2.2067
C -6.0401 4.7063 -1.5958
C -7.3807 4.3636 -1.5776
C -7.8026 3.1849 -2.1789
C -6.8749 2.3539 -2.8107
C -5.5285 2.6954 -2.8132
C -7.3118 1.1081 -3.5010
O -6.5040 0.3831 -4.0446
C -8.7640 0.7796 -3.5125
C -9.2007 -0.3474 -4.1971
C -10.5462 -0.6728 -4.2063
C -11.4619 0.1218 -3.5239
C -11.0333 1.2489 -2.8439
C -9.6863 1.5871 -2.8425
C -9.2468 2.8211 -2.1341
O -10.0433 3.5156 -1.5388
H -4.0623 4.1343 -2.2131
H -5.7182 5.6272 -1.1352
H -8.1027 5.0113 -1.0990
H -4.8108 2.0444 -3.2933
H -8.4872 -0.9655 -4.7243
H -10.8849 -1.5482 -4.7445
H -12.5121 -0.1382 -3.5272
H -11.7435 1.8707 -2.3167
*
```

For the LUMO energy, the calculation gives -3.51 eV. For the highest occupied orbital energy, the calculation gives -10.8377 eV. The energy above the lowest of the compared OMol25 structures with the same formula, charge and spin is 17.4 kcal/mol. Its total energy is -4462.32028 a.u. As for the gap between HOMO and LUMO: 0.2694 Ha.

Löwdin atomic charge list, values in e, 99 entries: atom 1 (C): -0.051, atom 2 (C): -0.252, atom 3 (O): -0.113, atom 4 (C): -0.130, atom 5 (C): -0.194, atom 6 (C): -0.342, atom 7 (F): 0.130, atom 8 (F): 0.146, atom 9 (C): -0.355, atom 10 (F): 0.165, atom 11 (F): 0.112, atom 12 (C): -0.549, atom 13 (F): 0.201, atom 14 (F): 0.202, atom 15 (F): 0.162, atom 16 (C): -0.168, atom 17 (C): -0.138, atom 18 (C): -0.768, atom 19 (O): 0.036, atom 20 (I): 1.029, atom 21 (C): -0.123, atom 22 (B): -0.684, atom 23 (N): 0.181, atom 24 (O): 0.131, atom 25 (N): -0.148, atom 26 (P): 1.006, atom 27 (C): -0.253, atom 28 (C): -0.374, atom 29 (C): -0.150, atom 30 (C): -0.402, atom 31 (N): -0.277, atom 32 (Cl): 0.847, atom 33 (N): 0.088, atom 34 (C): -0.236, atom 35 (C): -0.040, atom 36 (C): -0.058, atom 37 (C): -0.058, atom 38 (C): -0.067, atom 39 (C): -0.049, atom 40 (H): 0.082, atom 41 (H): 0.078, atom 42 (H): 0.082, atom 43 (H): 0.121, atom 44 (H): 0.118, atom 45 (H): 0.139, atom 46 (H): 0.139, atom 47 (H): 0.143, atom 48 (H): 0.129, atom 49 (H): 0.107, atom 50 (H): 0.139, atom 51 (H): 0.088, atom 52 (H): 0.077, atom 53 (H): 0.076, atom 54 (H): 0.046, atom 55 (H): 0.025, atom 56 (H): 0.052, atom 57 (H): 0.083, atom 58 (H): 0.065, atom 59 (H): 0.082, atom 60 (H): 0.069, atom 61 (H): 0.065, atom 62 (H): 0.092, atom 63 (H): 0.115, atom 64 (H): 0.119, atom 65 (H): 0.120, atom 66 (H): 0.126, atom 67 (H): 0.116, atom 68 (C): -0.046, atom 69 (C): -0.049, atom 70 (C): 0.002, atom 71 (C): -0.088, atom 72 (C): -0.105, atom 73 (C): 0.003, atom 74 (C): -0.307, atom 75 (O): 0.113, atom 76 (C): -0.093, atom 77 (C): 0.009, atom 78 (C): -0.046, atom 79 (C): -0.082, atom 80 (C): -0.040, atom 81 (C): -0.099, atom 82 (C): -0.280, atom 83 (O): 0.099, atom 84 (H): 0.111, atom 85 (H): 0.109, atom 86 (H): 0.120, atom 87 (H): 0.124, atom 88 (H): 0.125, atom 89 (H): 0.112, atom 90 (H): 0.044, atom 91 (H): 0.051, atom 92 (C): -0.040, atom 93 (C): -0.039, atom 94 (C): 0.015, atom 95 (C): -0.078, atom 96 (C): -0.080, atom 97 (C): 0.006, atom 98 (C): -0.277, atom 99 (O): 0.103

2.
A structure of composition C12H24CoN3O5PS. Source: OMol25; level of theory: ωB97M-V/def2-TZVPD.

ORCA input file:
```
! RIJCOSX wB97M-V def2-TZVPD def2/J DEFGRID3
* xyz 1 5
Co -1.0964 -1.1028 1.3319
C -4.0535 -0.8489 0.2923
C -3.6745 0.4429 0.6379
C -3.0111 0.6837 1.8375
C -2.7369 -0.3784 2.7075
C -3.1217 -1.6879 2.3521
C -3.7659 -1.9173 1.1348
H -4.5554 -1.0310 -0.6484
H -3.8883 1.2667 -0.0298
H -2.6976 1.6850 2.0988
H -2.2686 -0.1940 3.6672
H -2.9067 -2.5183 3.0127
H -4.0093 -2.9304 0.8462
O 0.7541 -3.8433 -0.1728
S -0.4297 -3.4181 0.4894
O -1.4206 -4.3630 0.8838
O -1.0862 -2.2136 -0.2384
O -0.0554 -2.5550 1.7899
C 2.7227 -1.2390 0.5217
N 1.9724 -0.6001 -0.5642
C 2.1650 -1.2075 -1.8769
P 1.0177 0.6752 -0.2515
O -0.0489 0.3304 0.8120
N 0.2525 1.1912 -1.5969
C -0.8783 0.4702 -2.1766
C 0.8352 2.2003 -2.4758
N 1.9376 1.8623 0.3825
C 3.3315 2.0724 0.0031
C 1.3211 2.9901 1.0745
H 2.4081 -2.2730 0.6349
H 2.5591 -0.7093 1.4595
H 3.7922 -1.2138 0.2972
H 2.0346 -2.2864 -1.7882
H 3.1680 -0.9979 -2.2577
H 1.4326 -0.8341 -2.5886
H -1.1487 -0.3876 -1.5661
H -0.6267 0.1031 -3.1748
H -1.7381 1.1381 -2.2691
H 1.5334 2.8305 -1.9289
H 0.0373 2.8346 -2.8637
H 1.3563 1.7445 -3.3223
H 3.7436 1.1738 -0.4471
H 3.9130 2.3124 0.8942
H 3.4339 2.8992 -0.7057
H 0.3143 2.7307 1.3931
H 1.2722 3.8733 0.4308
H 1.9097 3.2399 1.9581
*
```

For the LUMO energy (spin up / spin down), the calculation gives -3.20 / -6.33 eV. For the highest occupied orbital energy (spin up / spin down), the calculation gives -12.6413 / -12.6200 eV. Its total energy is -3134.23919 a.u. As for the gap between HOMO and LUMO (spin up / spin down): 0.3471 / 0.2312 Ha.

Quick look at the Löwdin charges, all values in e: atom 1 (Co): 0.873, atom 2 (C): -0.028, atom 3 (C): -0.041, atom 4 (C): -0.066, atom 5 (C): -0.130, atom 6 (C): -0.103, atom 7 (C): -0.043, atom 8 (H): 0.130, atom 9 (H): 0.124, atom 10 (H): 0.127, atom 11 (H): 0.136, atom 12 (H): 0.139, atom 13 (H): 0.135, atom 14 (O): -0.240, atom 15 (S): 0.424, atom 16 (O): -0.236, atom 17 (O): -0.359, atom 18 (O): -0.313, atom 19 (C): -0.075, atom 20 (N): -0.287, atom 21 (C): -0.055, atom 22 (P): 0.584, atom 23 (O): -0.322, atom 24 (N): -0.291, atom 25 (C): -0.081, atom 26 (C): -0.066, atom 27 (N): -0.301, atom 28 (C): -0.076, atom 29 (C): -0.075, atom 30 (H): 0.068, atom 31 (H): 0.091, atom 32 (H): 0.096, atom 33 (H): 0.086, atom 34 (H): 0.094, atom 35 (H): 0.071, atom 36 (H): 0.051, atom 37 (H): 0.094, atom 38 (H): 0.091, atom 39 (H): 0.066, atom 40 (H): 0.096, atom 41 (H): 0.094, atom 42 (H): 0.077, atom 43 (H): 0.096, atom 44 (H): 0.086, atom 45 (H): 0.071, atom 46 (H): 0.091, atom 47 (H): 0.095

3.
The molecule C2H5NO. Source: OMol25; level of theory: ωB97M-V/def2-TZVPD.

ORCA input file:
```
! RIJCOSX wB97M-V def2-TZVPD def2/J DEFGRID3
* xyz 0 1
C 0.0925 0.5025 -0.3825
C -0.2874 -0.6228 0.5456
N -1.2764 0.1426 1.7453
O -1.2288 -0.3791 2.8069
H -0.7474 1.1895 -0.4709
H 0.9474 1.0536 0.0007
H 0.3339 0.1298 -1.3766
H 0.5264 -1.1259 1.0522
H -0.9893 -1.3239 0.1003
*
```

For the LUMO energy, the calculation gives 0.24 eV. For the highest occupied orbital energy, the calculation gives -8.6907 eV. The energy above the lowest of the compared OMol25 structures with the same formula, charge and spin is 79.1 kcal/mol. Its SMILES is CCN=O. Its total energy is -209.09625 a.u. As for the gap between HOMO and LUMO: 0.3282 Ha.

Quick look at the Löwdin charges, all values in e: atom 1 (C): -0.142, atom 2 (C): -0.184, atom 3 (N): -0.018, atom 4 (O): -0.028, atom 5 (H): 0.064, atom 6 (H): 0.068, atom 7 (H): 0.068, atom 8 (H): 0.085, atom 9 (H): 0.088